# C30H32GaN7O3S

A structure of composition C30H32GaN7O3S (ωB97M-V with the def2-TZVPD basis set, OMol25).

Output
net charge = +2
gap between HOMO and LUMO = 6.5 eV

Last column: Mulliken charge in e.
Element x y z (Å)
Ga  0.360  1.574  -0.648  0.583
C  -1.010  5.788  -1.089  -1.805
C  -0.723  4.332  -1.233  0.788
N  0.407  3.765  -1.099  0.016
N  1.554  4.393  -0.796  -0.711
C  2.702  3.672  -0.823  0.714
N  3.832  4.314  -0.580  -0.372
S  2.702  2.020  -1.188  -0.487
C  -1.791  3.380  -1.609  0.806
C  -3.057  3.801  -1.972  -0.777
C  -4.012  2.858  -2.332  -0.686
C  -3.661  1.521  -2.321  -0.889
C  -2.373  1.172  -1.950  0.299
N  -1.455  2.074  -1.608  0.213
H  -0.216  6.326  -0.576  0.452
H  -1.931  5.935  -0.525  0.442
H  -1.152  6.241  -2.073  0.412
H  1.580  5.387  -0.612  0.212
H  3.876  5.299  -0.363  0.201
H  4.696  3.797  -0.570  0.242
H  -3.307  4.852  -1.986  0.443
H  -5.011  3.167  -2.608  0.459
H  -4.371  0.752  -2.591  0.494
H  -2.059  0.141  -1.929  0.381
C  3.804  -2.647  1.209  -0.621
O  2.761  -2.737  2.183  -0.406
C  1.780  -3.665  1.934  0.238
C  1.654  -4.720  2.827  -0.658
C  0.684  -5.689  2.646  -0.582
C  -0.161  -5.620  1.547  -0.800
C  -0.055  -4.560  0.666  -0.634
C  0.887  -3.555  0.866  0.633
N  0.916  -2.482  -0.085  0.346
C  0.616  -1.185  0.136  0.252
N  0.688  -0.731  1.389  0.381
C  0.318  0.494  1.987  -0.887
C  0.144  1.693  1.308  1.290
C  -0.175  2.839  2.040  -0.385
C  -0.302  2.788  3.414  -1.392
C  -0.127  1.590  4.093  -0.712
C  0.179  0.437  3.393  0.786
O  0.407  -0.781  3.931  -0.370
C  0.047  -1.063  5.283  -0.859
N  0.336  -0.377  -0.896  0.776
C  0.136  -0.939  -2.198  0.279
C  0.887  -0.465  -3.268  -0.780
C  0.680  -0.940  -4.554  -1.020
C  -0.266  -1.929  -4.767  -0.854
C  -1.030  -2.409  -3.714  -1.273
C  -0.872  -1.893  -2.434  1.081
O  -1.610  -2.265  -1.345  -0.181
C  -2.952  -2.736  -1.510  -1.049
H  4.574  -2.021  1.652  0.289
H  3.455  -2.192  0.279  0.179
H  4.219  -3.632  0.992  0.312
H  2.355  -4.773  3.650  0.509
H  0.599  -6.506  3.350  0.433
H  -0.904  -6.388  1.379  0.429
H  -0.715  -4.493  -0.190  0.383
H  0.791  -2.787  -1.037  0.383
H  1.004  -1.395  2.088  0.206
H  -0.328  3.782  1.525  0.338
H  -0.531  3.686  3.973  0.439
H  -0.230  1.574  5.168  0.279
H  0.657  -1.909  5.585  0.246
H  -1.009  -1.331  5.333  0.371
H  0.244  -0.229  5.952  0.342
H  1.659  0.268  -3.071  0.341
H  1.267  -0.557  -5.377  0.462
H  -0.414  -2.344  -5.755  0.437
H  -1.741  -3.200  -3.903  0.530
H  -3.063  -3.655  -0.940  0.299
H  -3.211  -2.927  -2.546  0.481
H  -3.635  -1.987  -1.104  0.278

---

# C10H25N4O3

A cluster of 2 separate species, C10H25N4O3 in total at a distorted geometry (ωB97M-V with the def2-TZVPD basis set, OMol25).

Output
net charge = +1
gap between HOMO and LUMO = 7.9 eV

Last column: Mulliken charge in e.
Element x y z (Å)
C  3.568  -0.046  1.019  -0.687
N  2.950  -0.639  2.204  -0.311
C  1.691  -0.116  2.589  -0.677
N  1.591  1.394  2.603  -0.316
C  0.569  1.929  1.829  0.190
N  0.889  2.570  0.628  -0.385
N  -0.676  1.905  2.180  0.083
C  -1.095  1.296  3.461  -0.968
C  -1.762  2.483  1.370  -0.615
C  -2.031  1.699  0.082  0.558
O  -2.703  0.687  0.110  -0.504
O  -1.518  2.233  -1.057  -0.450
H  4.134  0.849  1.256  0.295
H  4.207  -0.780  0.545  0.313
H  2.782  0.192  0.309  0.113
H  3.583  -0.689  2.986  0.286
H  0.905  -0.524  1.955  0.416
H  1.488  -0.461  3.598  0.391
H  1.606  1.773  3.540  0.357
H  1.112  1.894  -0.098  0.229
H  1.766  3.053  0.806  0.383
H  -0.336  1.462  4.209  0.381
H  -1.219  0.230  3.307  0.337
H  -2.029  1.731  3.777  0.410
H  -2.670  2.378  1.944  0.419
H  -1.601  3.538  1.183  0.363
H  -1.000  1.560  -1.511  0.321
C  0.000  -3.722  -3.052  -1.178
C  0.177  -2.363  -2.400  -0.130
O  -0.068  -1.270  -3.269  -0.445
C  -1.381  -1.194  -3.810  -0.444
C  -2.446  -1.018  -2.744  -0.366
H  0.597  -3.788  -3.962  0.304
H  0.316  -4.510  -2.369  0.403
H  -1.039  -3.914  -3.319  0.290
H  1.213  -2.247  -2.080  0.322
H  -0.446  -2.286  -1.500  0.221
H  -1.592  -2.061  -4.444  0.325
H  -1.372  -0.323  -4.465  0.354
H  -2.542  -1.898  -2.107  0.230
H  -3.420  -0.831  -3.196  0.435
H  -2.195  -0.178  -2.106  -0.255

---

# C8H13NO4S

A cluster of 2 separate species, C8H13NO4S in total at a distorted geometry (ωB97M-V with the def2-TZVPD basis set, OMol25).

Output
net charge = 0
energy relative to the best compared isomer or geometry (same formula, charge and spin) = 54.2 kcal/mol
gap between HOMO and LUMO (spin up / spin down) = 7.7 / 7.7 eV

Last column: Mulliken charge in e.
Element x y z (Å)
C  0.811  -1.791  -0.057  0.572
C  -3.129  0.002  1.041  -0.343
C  -2.342  0.041  -1.138  -0.491
C  -0.206  -1.139  -0.781  -0.789
C  -1.738  -0.581  1.005  -0.556
C  1.627  1.260  0.034  1.041
C  1.791  1.298  -1.408  -1.162
C  2.755  0.660  0.762  -1.633
N  -1.318  -0.626  -0.223  0.099
O  0.615  -1.825  1.319  -0.416
O  1.907  -2.095  -0.517  -0.658
O  -0.718  2.163  0.179  -0.585
O  -3.489  -0.019  -0.348  -0.424
S  0.320  1.651  1.051  0.229
H  -3.908  -0.539  1.685  0.338
H  -2.985  1.031  1.622  0.168
H  -1.857  1.089  -1.223  0.309
H  -2.589  -0.630  -1.915  0.458
H  -0.233  -1.328  -1.789  0.572
H  -1.266  -1.029  1.772  0.761
H  1.264  2.174  -1.817  0.342
H  1.284  0.427  -1.874  0.195
H  2.845  1.215  -1.592  0.450
H  3.259  -0.216  0.202  0.314
H  2.645  0.132  1.724  0.374
H  3.550  1.297  0.767  0.503
H  1.104  -2.626  1.520  0.334

---

# C28H30HgNOTe

A structure of composition C28H30HgNOTe at a distorted geometry (ωB97M-V with the def2-TZVPD basis set, OMol25).

Output
net charge = -1
gap between HOMO and LUMO = 5.6 eV

Last column: Mulliken charge in e.
Element x y z (Å)
C  -2.498  1.905  0.702  -0.133
C  -2.173  2.030  -0.667  -1.131
C  -2.228  0.749  -1.262  0.080
H  -1.898  2.943  -1.174  0.415
C  -2.592  -0.196  -0.270  -1.067
C  -2.816  0.529  0.945  -1.109
H  -2.812  -1.249  -0.398  0.547
C  0.933  2.033  1.944  -0.806
C  0.748  2.788  0.759  -0.883
C  1.485  2.165  -0.288  -0.091
H  0.115  3.655  0.655  0.484
C  2.076  0.972  0.218  -0.233
C  1.758  0.892  1.626  -1.160
H  -2.097  0.515  -2.310  0.402
H  -3.175  0.087  1.869  0.668
H  -2.489  2.668  1.463  0.423
H  2.114  0.117  2.292  0.542
H  1.512  2.428  -1.335  0.406
H  0.491  2.191  2.922  0.520
Hg  -0.392  0.101  0.928  1.662
C  2.960  -0.030  -0.491  2.756
C  4.329  -0.004  0.220  -1.961
C  3.150  0.345  -1.959  -2.346
H  4.657  1.037  0.372  0.396
H  5.110  -0.516  -0.362  0.482
H  4.280  -0.483  1.208  0.349
H  3.710  1.286  -2.031  0.499
H  2.183  0.484  -2.462  0.336
H  3.706  -0.427  -2.513  0.364
C  2.371  -1.498  -0.427  -1.374
C  1.169  -1.827  -1.318  0.222
H  2.192  -1.769  0.636  0.196
H  3.152  -2.211  -0.748  0.432
O  0.080  -1.167  -1.274  -0.431
N  1.165  -2.909  -2.066  -0.080
C  -0.191  -3.368  -2.507  -1.210
H  2.026  -3.321  -2.472  0.329
C  -0.875  -2.479  -3.527  0.846
C  -2.280  -2.371  -3.556  -0.267
H  -2.834  -2.909  -2.778  0.281
C  -2.909  -1.597  -4.545  -0.600
H  -4.005  -1.503  -4.563  0.336
C  -2.128  -0.947  -5.516  -0.375
H  -2.609  -0.351  -6.294  0.357
C  -0.729  -1.076  -5.496  -0.676
H  -0.101  -0.587  -6.243  0.371
C  -0.115  -1.854  -4.498  -0.153
H  0.973  -1.995  -4.475  0.290
H  -0.834  -3.451  -1.619  0.320
H  -0.015  -4.353  -2.928  0.430
Te  -0.644  -1.348  3.392  -0.299
C  -1.004  0.385  4.503  0.291
C  0.001  0.472  5.501  -0.649
C  -0.200  1.390  6.524  -0.455
C  -1.326  2.218  6.526  -0.427
C  -2.276  2.151  5.503  -0.471
C  -2.129  1.240  4.456  -0.136
H  0.839  -0.236  5.413  0.336
H  0.547  1.433  7.328  0.310
H  -1.462  2.926  7.345  0.338
H  -3.159  2.807  5.504  0.340
H  -2.837  1.092  3.615  0.168